Record 1
C33H34BBrCrFN3O7 | wB97M-V/def2-TZVPD

Geometry as XYZ:
```
81
Properties=species:S:1:pos:R:3:forces:R:3
Cr 0.790122 -0.397625 0.215162 0.230 0.021 -0.011
C 2.634614 3.118047 4.446294 -0.023 -0.031 0.031
C 3.315376 1.846845 4.933206 0.063 0.054 0.003
N 2.908724 0.666671 4.173172 0.012 0.021 0.091
C 3.564251 0.390227 3.021587 0.042 0.136 -0.105
C 3.145756 -0.497410 2.090549 -0.224 -0.203 0.030
C 3.722171 -0.394249 0.686417 0.024 -0.016 0.076
O 4.931149 -0.309664 0.539143 0.062 0.020 0.018
O 2.805094 -0.329508 -0.193565 -0.113 0.106 -0.311
C 1.988280 -1.298888 2.350779 -0.064 -0.039 -0.394
O 1.427594 -2.023212 1.478220 0.153 0.298 0.790
C 1.389232 -1.119268 3.678458 -0.006 -0.080 -0.204
C 0.275960 -1.894095 4.019460 -0.165 0.081 0.089
C -0.508394 -1.491507 5.058584 0.073 0.052 -0.114
F -1.612144 -2.196941 5.409283 -0.092 -0.002 -0.069
C -0.274307 -0.281196 5.726671 -0.019 -0.129 0.105
C 0.885115 0.408503 5.481187 -0.074 0.032 0.089
C 1.758901 -0.021477 4.472698 0.068 -0.173 -0.134
N -1.317139 0.354277 6.488565 -0.008 -0.084 -0.113
C -2.390560 0.757381 5.558588 0.073 0.087 0.052
C -3.514120 1.403708 6.370958 -0.036 -0.011 0.021
N -2.901621 1.868900 7.662665 0.044 -0.031 -0.022
C -2.530439 0.690808 8.527671 -0.010 0.006 0.009
C -1.881873 -0.367560 7.622957 0.008 -0.002 -0.034
H 2.985815 3.975994 5.020983 0.016 0.006 0.000
H 1.552102 3.045386 4.541887 -0.003 -0.014 0.001
H 2.843546 3.288140 3.390020 0.010 -0.016 0.023
H 3.125929 1.659941 5.991832 0.018 0.017 -0.044
H 4.395583 1.931018 4.820955 0.007 -0.001 0.015
H 4.435059 1.002026 2.820467 0.030 -0.027 -0.022
H 0.001946 -2.736987 3.398338 -0.001 0.029 -0.019
H 1.048605 1.332205 6.015773 -0.019 0.033 -0.043
H -2.796781 -0.086470 4.999926 -0.088 -0.099 -0.099
H -1.966543 1.458690 4.838800 -0.015 0.005 0.013
H -4.299600 0.699894 6.639979 -0.011 0.002 -0.013
H -3.960502 2.253182 5.861100 0.000 0.024 0.003
H -3.506958 2.514850 8.163286 -0.030 0.003 0.008
H -2.028897 2.346779 7.425609 -0.001 0.003 -0.002
H -3.442333 0.333942 9.003181 0.008 0.016 0.003
H -1.845741 1.064597 9.286223 0.002 -0.007 0.001
H -2.615417 -1.121858 7.321863 -0.006 -0.005 -0.005
H -1.091614 -0.878057 8.169251 0.009 0.015 -0.009
Br -0.607053 8.266335 0.815383 0.002 0.004 -0.001
C -0.262543 6.399453 0.854119 0.004 -0.016 0.011
C -0.171030 5.756784 2.078042 -0.012 -0.008 -0.017
C 0.079158 4.393196 2.097465 0.028 -0.019 0.010
C 0.235056 3.679450 0.915997 -0.013 0.024 0.011
C 0.134579 4.345636 -0.299137 0.007 -0.008 0.021
C -0.109850 5.710347 -0.337550 -0.009 0.014 0.004
C 0.504918 2.193933 0.959909 -0.139 0.052 -0.032
O 0.713405 1.653145 2.062919 0.034 -0.032 0.103
O 0.478761 1.596011 -0.155816 0.150 -0.174 -0.042
H -0.291639 6.318190 2.994590 0.000 0.001 0.004
H 0.162963 3.855510 3.033724 -0.027 0.030 -0.049
H 0.252527 3.776842 -1.210993 -0.001 -0.002 -0.004
H -0.181204 6.233732 -1.280804 -0.008 0.001 -0.001
C -6.830152 2.398083 2.314739 0.015 -0.026 0.012
C -7.057906 0.940005 1.889444 0.006 0.005 0.009
C -8.055671 0.312093 2.862716 0.003 0.005 0.003
C -7.683065 0.918824 0.487351 -0.004 -0.004 0.012
C -5.720141 0.196848 1.864177 -0.006 -0.015 0.016
C -5.473279 -0.927759 2.648536 -0.019 -0.005 0.016
C -4.249860 -1.612359 2.615543 0.075 0.076 0.040
C -3.271325 -1.126334 1.781200 0.017 0.008 0.028
O -1.996395 -1.557610 1.580037 -0.016 0.045 0.032
B -1.378701 -0.663574 0.635246 -0.140 -0.093 0.088
O -2.403381 0.255275 0.250952 0.124 0.159 0.022
C -3.509242 -0.012337 0.983117 -0.056 -0.056 -0.017
C -4.709397 0.658173 1.005085 0.024 -0.017 0.023
H -7.775836 2.944912 2.328342 -0.007 -0.001 -0.004
H -6.152193 2.913430 1.634482 0.009 0.003 -0.001
H -6.396440 2.440633 3.317912 -0.003 -0.001 -0.008
H -8.988981 0.877733 2.841833 -0.006 0.003 0.001
H -7.681207 0.323405 3.889270 0.000 0.002 -0.007
H -8.284873 -0.719880 2.593319 -0.005 -0.006 -0.002
H -8.639794 1.446545 0.489400 -0.002 0.002 0.001
H -7.856685 -0.107726 0.161214 -0.001 -0.007 -0.003
H -7.036152 1.397546 -0.247470 0.007 0.004 -0.003
H -6.249486 -1.312828 3.296157 0.013 0.004 -0.010
H -4.082571 -2.491181 3.222702 0.010 -0.057 0.031
H -4.852454 1.519377 0.365366 0.002 0.009 -0.005
```
Positions in Å, forces in eV/Å.

The spin multiplicity is 5. As for the expectation value of S²: 6.022. The HOMO energy (alpha / beta) comes out at -0.2567 / -0.2640 Eh. The energy above the lowest of the compared OMol25 structures with the same formula, charge and spin is 6.9 kcal/mol. The gap between HOMO and LUMO (alpha / beta) comes out at 0.2018 / 0.2091 hartree.

Mulliken charges in e: Cr -0.234; C -0.633; C -1.253; N 0.273; C -0.353; C 0.382; C 0.456; O -0.713; O -0.588; C 0.550; O -0.910; C 0.449; C -0.395; C 0.193; F -0.420; C -2.009; C 0.098; C 0.701; N 0.303; C -0.128; C -0.930; N -0.090; C -0.875; C -0.494; H 0.535; H 0.031; H 0.281; H 0.435; H 0.513; H 0.435; H 0.488; H 0.458; H 0.299; H 0.322; H 0.276; H 0.445; H 0.336; H 0.418; H 0.379; H 0.400; H 0.361; H 0.513; Br -0.220; C 0.177; C -0.653; C 0.083; C 0.094; C -0.356; C -0.653; C 0.334; O 0.179; O -0.935; H 0.421; H 0.225; H 0.447; H 0.429; C -1.472; C 2.244; C -2.107; C -1.661; C 0.459; C -0.283; C -1.495; C 1.069; O -0.225; B 0.124; O -0.406; C 0.102; C -0.948; H 0.450; H 0.326; H 0.187; H 0.433; H 0.373; H 0.422; H 0.457; H 0.369; H 0.322; H 0.433; H 0.488; H 0.460

=====

Record 2
C21H16MgN6OS | wB97M-V/def2-TZVPD

Geometry as XYZ:
```
46
Properties=species:S:1:pos:R:3:forces:R:3
Mg 0.790853 0.590177 -1.419010 -0.391 -0.058 -0.418
N 2.380561 0.596201 2.597384 -0.113 -0.002 -0.282
C 1.067258 0.553340 3.053450 0.004 0.000 -0.003
C 0.517777 0.516762 4.329646 -0.127 -0.006 0.000
C -0.863872 0.463295 4.402152 0.123 0.005 -0.047
C -1.666513 0.441489 3.248888 0.110 0.005 -0.109
C -1.113549 0.478508 1.982152 -0.050 -0.001 0.159
C 0.275667 0.543008 1.899157 -0.069 -0.006 0.128
N 1.088947 0.585735 0.782919 0.306 -0.014 0.105
C 2.320557 0.608282 1.237519 -0.118 0.004 0.120
C 3.422549 0.620029 0.276340 0.004 -0.014 0.189
C 4.777163 0.607690 0.416957 -0.220 0.019 -0.287
S 5.482862 0.589982 -1.146939 0.342 -0.032 0.108
C 3.949768 0.590012 -1.873557 -0.308 0.017 0.222
N 2.969926 0.612942 -1.016013 0.313 0.011 -0.288
H 3.214527 0.599955 3.158176 -0.034 -0.002 -0.021
H 1.131566 0.525026 5.220317 -0.006 0.000 0.007
H -1.340799 0.431072 5.372674 0.016 0.001 0.005
H -2.740962 0.387925 3.360898 0.001 0.000 -0.016
H -1.715128 0.443590 1.083467 -0.034 -0.002 0.018
H 5.386426 0.601812 1.304750 -0.045 0.008 0.027
H 3.782015 0.563467 -2.941358 -0.042 0.013 -0.037
C -0.690865 -4.892235 -1.211546 -0.002 0.066 -0.001
C 0.462844 -4.120075 -1.287963 0.030 0.013 -0.004
C 0.376881 -2.741666 -1.365576 -0.111 0.037 -0.005
C -0.868706 -2.095178 -1.366622 0.165 -0.222 0.015
C -2.030715 -2.880426 -1.299311 0.142 0.150 0.003
C -1.928554 -4.259454 -1.221428 -0.059 0.000 -0.001
N -0.857669 -0.706281 -1.422508 -0.035 -0.182 0.165
N -2.051538 -0.156893 -1.488073 -0.164 0.319 0.003
C -2.033506 1.203566 -1.497985 -0.253 0.137 0.048
C -3.278499 1.880981 -1.594426 0.110 -0.229 0.003
C -3.315630 3.245298 -1.574140 -0.003 0.049 -0.001
C -2.114709 3.970344 -1.461486 -0.046 -0.084 -0.010
C -0.948334 3.254886 -1.380341 0.052 -0.055 -0.036
N -0.883998 1.912913 -1.393031 0.147 0.015 0.125
H -0.626489 -5.970924 -1.153320 -0.002 0.007 0.000
H 1.434792 -4.598970 -1.298095 -0.010 0.016 0.000
H 1.275098 -2.139736 -1.464055 0.023 -0.035 0.004
H -2.988209 -2.380950 -1.310463 -0.019 -0.051 0.006
H -2.833209 -4.854173 -1.169344 0.011 0.015 0.000
H -4.165312 1.268076 -1.683669 -0.020 0.073 0.001
H -4.262130 3.766870 -1.647955 0.008 -0.016 0.000
H -2.095433 5.050125 -1.447783 -0.019 -0.004 0.000
H 0.002069 3.773522 -1.307697 0.012 -0.032 0.006
O 1.304200 0.520062 -3.283143 0.381 0.070 0.097
```
Positions in Å, forces in eV/Å.

The spin multiplicity is 1. The HOMO energy (alpha / beta) comes out at -0.2800 / -0.2140 Eh. The energy above the lowest of the compared OMol25 structures with the same formula, charge and spin is 0.6 kcal/mol. The gap between HOMO and LUMO (alpha / beta) comes out at 0.2635 / 0.1975 hartree.

Mulliken charges in e: Mg 1.178; N 0.002; C 0.002; C -1.185; C -0.424; C -0.836; C -0.099; C 0.634; N 0.133; C 0.407; C -0.641; C -0.134; S -0.136; C -0.193; N 0.357; H 0.209; H 0.395; H 0.381; H 0.441; H 0.361; H 0.385; H 0.440; C -0.487; C -0.688; C -0.267; C 0.507; C -0.380; C -0.576; N 0.186; N -0.615; C 0.041; C -0.779; C -0.237; C -0.786; C -0.181; N 0.048; H 0.372; H 0.357; H 0.281; H 0.400; H 0.344; H 0.498; H 0.374; H 0.415; H 0.340; O -0.841

=====

Record 3
C6H11N2O2 | wB97M-V/def2-TZVPD

Geometry as XYZ:
```
21
Properties=species:S:1:pos:R:3:forces:R:3
C 2.456686 -0.609931 -0.165017 0.134 1.303 -0.347
C 0.921739 2.189427 0.049819 -0.126 -0.583 -0.069
C 0.144611 1.138902 0.403414 -0.145 0.543 0.262
C 2.742851 -1.883733 0.347229 5.707 1.016 2.655
C -1.568126 0.456583 -1.246885 -1.944 -2.238 -2.237
C -0.513456 -0.023545 -0.305593 0.088 1.519 0.567
N 2.291276 0.346613 -0.761739 1.272 -1.829 0.757
N -0.707501 1.497988 1.540683 -1.162 -2.762 1.486
O 1.281950 3.272060 0.266059 0.054 0.582 0.112
O 2.033496 1.438560 -1.212351 -0.815 1.890 -1.009
H 3.749941 -2.122389 -0.134902 -1.442 -0.400 0.371
H 1.993954 -2.495485 0.147637 -3.062 -3.270 -1.070
H 3.004309 -1.946877 1.471755 -0.692 0.569 -1.690
H -2.040789 -0.450319 -1.776622 0.545 0.918 0.982
H -1.241607 0.989155 -2.148477 0.217 0.574 0.790
H -2.440481 0.886554 -0.745413 0.257 0.515 -0.164
H 0.223206 -0.587835 -0.788727 0.600 -1.058 -0.789
H -0.989062 -0.633542 0.465369 0.219 -0.346 -0.002
H -1.659580 1.228768 1.238931 -0.022 0.997 0.210
H -0.675079 2.441409 1.896770 0.084 0.495 0.085
H -0.582312 0.784684 2.335443 0.234 1.564 -0.901
```
Positions in Å, forces in eV/Å.

The total charge is +1. The spin multiplicity is 1. The HOMO energy comes out at -0.4638 Eh. The energy above the lowest of the compared OMol25 structures with the same formula, charge and spin is 153.2 kcal/mol. The gap between HOMO and LUMO comes out at 0.3389 hartree.

Mulliken charges in e: C 0.691; C 0.744; C -0.243; C -1.201; C -1.134; C -0.717; N 0.433; N -0.242; O -0.435; O -0.588; H 0.330; H 0.381; H 0.321; H 0.352; H 0.328; H 0.313; H 0.281; H 0.306; H 0.365; H 0.354; H 0.360

=====

Record 4
IO2S2 | wB97M-V/def2-TZVPD

Geometry as XYZ:
```
5
Properties=species:S:1:pos:R:3:forces:R:3
O 0.943453 -1.939161 -0.433659 -0.357 0.390 -0.064
O -0.733809 -1.389166 1.253332 0.151 0.218 -0.451
S 0.312986 2.987533 -0.004841 -0.150 -0.419 -0.150
S 0.319778 -0.907122 0.377555 0.595 -0.896 1.025
I -0.842408 1.247916 -1.192388 -0.239 0.708 -0.359
```
Positions in Å, forces in eV/Å.

The total charge is -1. The spin multiplicity is 1. The HOMO energy comes out at -0.1371 Eh. The energy above the lowest of the compared OMol25 structures with the same formula, charge and spin is 9.1 kcal/mol. The gap between HOMO and LUMO comes out at 0.2528 hartree.

Mulliken charges in e: O -0.444; O -0.425; S -0.658; S 0.561; I -0.034